Here is C37H51BrCuN2P2S as an isolated structure in a non-equilibrium geometry from OMol25. Energies are from ωB97M-V/def2-TZVPD.

Kohn-Sham gap (alpha / beta) = 7.46 / 3.48 eV
Max |F| = 2.1 eV/Å
E_LUMO (alpha / beta) = -0.1696 / -0.3160 Ha
Energy above the lowest of the compared OMol25 structures with the same formula, charge and spin = 0.0 kcal per mole
Charge = +2
2S+1 = 2

The geometry in XYZ format:
```
95
C37H51BrCuN2P2S | OMol25 | ωB97M-V/def2-TZVPD
N -6.980 5.333 -6.549
C -6.855 5.872 -5.330
C -5.996 5.329 -4.358
C -5.256 4.160 -4.650
C -5.508 3.549 -5.900
C -6.334 4.198 -6.830
C -4.242 3.595 -3.767
Cu -0.370 0.079 -0.181
P 5.392 -0.858 -1.028
C -3.538 2.451 -4.045
C -2.414 2.122 -3.215
C -1.270 1.549 -3.804
C -0.155 1.284 -3.029
C -0.164 1.633 -1.669
C -1.345 2.142 -1.034
C -2.478 2.378 -1.834
Br 1.743 1.548 -1.162
H -3.968 4.225 -2.904
H -3.736 1.819 -4.936
H -5.924 5.806 -3.385
H -5.064 2.599 -6.176
H -7.433 6.777 -5.109
H -6.461 3.782 -7.840
H -1.268 1.334 -4.867
H -3.434 2.718 -1.420
H 0.755 0.830 -3.422
H -1.437 2.296 0.049
P -0.774 -1.816 -0.995
C 5.061 0.899 -0.765
C 6.213 1.790 -1.257
H 4.901 0.978 0.322
H 4.108 1.134 -1.262
H 6.042 2.822 -0.917
H 7.178 1.441 -0.852
H 6.276 1.794 -2.356
C 4.707 -1.272 -2.651
C 5.578 -2.364 -3.287
H 4.676 -0.359 -3.265
H 3.665 -1.582 -2.445
H 5.350 -2.493 -4.350
H 6.639 -2.099 -3.199
H 5.429 -3.325 -2.778
C 4.536 -1.868 0.224
C 5.455 -2.010 1.448
H 4.464 -2.849 -0.266
H 3.523 -1.479 0.403
H 5.038 -2.734 2.156
H 6.424 -2.393 1.102
H 5.633 -1.063 1.977
C -0.593 -2.991 0.392
C -1.480 -4.229 0.380
H -0.765 -2.357 1.274
H 0.469 -3.265 0.398
H -2.488 -4.022 0.761
H -1.584 -4.675 -0.615
H -1.040 -4.997 1.029
C 0.523 -2.245 -2.204
C 0.072 -2.309 -3.656
H 0.998 -3.180 -1.872
H 1.257 -1.434 -2.071
H -0.778 -2.993 -3.793
H -0.213 -1.307 -4.020
H 0.903 -2.675 -4.281
C -2.391 -2.070 -1.779
C -3.646 -1.698 -0.988
H -2.432 -3.111 -2.141
H -2.340 -1.437 -2.677
H -4.471 -1.486 -1.692
H -3.981 -2.524 -0.340
H -3.504 -0.799 -0.366
N -1.131 0.225 1.529
S -0.395 0.849 2.802
C -1.428 2.094 3.532
C -0.795 2.900 4.499
C -1.536 3.812 5.241
C -2.914 3.950 4.988
C -3.535 3.196 3.990
C -2.784 2.271 3.235
C -0.331 -0.378 4.086
C -1.478 -1.047 4.523
C -1.363 -2.052 5.502
C -0.109 -2.355 6.049
C 1.041 -1.673 5.622
C 0.933 -0.698 4.627
H -1.991 -0.273 1.781
H 0.267 2.761 4.682
H -1.042 4.395 6.025
H -3.502 4.653 5.583
H -4.612 3.309 3.800
H -3.246 1.670 2.456
H -2.446 -0.785 4.097
H -2.257 -2.593 5.835
H -0.025 -3.131 6.807
H 2.021 -1.898 6.055
H 1.812 -0.171 4.254
```